The following is a quantum chemistry calculation of a cluster of 2 separate species, C6H10N4O3 in total, from OMol25.

```
! wB97M-V def2-TZVPD RIJCOSX def2/J DEFGRID3
* xyz 0 1
C -0.03225 0.97498 0.88749
C -2.02958 -1.37076 -1.65433
C 0.29799 -1.31727 -0.07932
C 0.09228 2.35760 0.44219
C -0.23342 2.18078 -1.05140
C 0.49599 -3.30031 -1.35685
N -1.95391 -0.48814 -2.47512
N 0.04915 0.08695 -0.14839
N 0.04580 0.77648 -1.36936
N -0.04596 0.60430 2.18587
O -2.46629 -2.27083 -1.03678
O 0.35521 -1.92119 0.96199
O 0.53047 -1.79553 -1.22894
H -0.60189 2.92367 0.96421
H 1.05627 2.85726 0.57728
H -1.25206 2.39041 -1.23401
H 0.35924 2.86281 -1.72244
H 0.49866 -3.80523 -0.40342
H 1.25951 -3.59347 -2.09753
H -0.58369 -3.50565 -1.58215
H -1.11485 0.25866 -2.35644
H -0.61313 1.00968 2.92262
H 0.04038 -0.41772 2.41239
*
```

M   186.17 g mol⁻¹
ΔE to the lowest compared entry with this formula, charge and spin   17.1 kcal/mol
HOMO level   -6.97 eV
Frontier orbital gap   0.2530 Eh
DFT total energy   -18483.951 eV

Here are the Löwdin charges for atoms 1 to 6, given in e: atom 1 (C): -0.24, atom 2 (C): -0.49, atom 3 (C): -0.56, atom 4 (C): -0.08, atom 5 (C): -0.21, atom 6 (C): 0.06


The following is a quantum chemistry calculation of the ion C6H10N5 with charge +1, from OMol25.

```
! wB97M-V def2-TZVPD RIJCOSX def2/J DEFGRID3
* xyz 1 1
C 2.18022 -3.44530 0.25585
C 2.46343 -2.25652 0.13714
N 2.33321 -0.82809 0.28398
N 3.19741 0.05427 0.78571
N 2.64113 1.26135 0.75859
C 1.30888 1.20820 0.22439
N 0.33532 2.20810 0.03695
C -0.93645 1.68345 -0.54456
C -1.73027 0.66346 0.41028
C -2.26829 -0.52669 -0.54287
N 1.21158 -0.17365 -0.04948
H 1.81919 -4.51688 0.24877
H 0.17150 2.76925 0.88053
H -1.61182 2.59202 -0.69549
H -0.76251 1.26551 -1.59252
H -2.55035 1.14967 1.01248
H -1.02038 0.14637 1.14324
H -1.53355 -0.73513 -1.39755
H -3.30671 -0.30840 -0.94805
H -2.34978 -1.51249 0.02309
H 0.40824 -0.69852 -0.43048
*
```

M   152.18 g mol⁻¹
ΔE to the lowest compared entry with this formula, charge and spin   140.3 kcal/mol
HOMO level   -14.12 eV
Frontier orbital gap   0.3414 Eh
DFT total energy   -13821.938 eV
SMILES   C#Cn1nnc(NCCC)[nH+]1

Here are the Löwdin charges for atoms 1 to 6, given in e: atom 1 (C): 0.19, atom 2 (C): -0.02, atom 3 (N): -0.11, atom 4 (N): 0.13, atom 5 (N): 0.12, atom 6 (C): -0.18


The following is a quantum chemistry calculation of the ion C6H10N5S with charge +1, from OMol25.

```
! wB97M-V def2-TZVPD RIJCOSX def2/J DEFGRID3
* xyz 1 1
C -1.95640 1.55918 4.52266
C -1.07990 1.48951 3.36283
C -0.25317 2.31454 0.89210
C -1.01577 -1.79683 -0.75631
C 1.44550 -0.83327 0.72030
C -0.42612 -0.38931 -0.77246
N -2.77763 1.52785 5.32589
N -0.58751 0.46613 3.01033
N 0.14251 1.09606 0.95806
N -0.21682 3.21237 -0.14761
N 0.48107 0.13917 0.17508
S -0.96792 3.07896 2.38224
H -0.38577 -2.61481 -0.75115
H -1.77270 -1.74970 0.04826
H -1.37564 -1.99697 -1.69653
H 1.50189 -1.70365 0.09092
H 2.45429 -0.36187 1.03846
H 0.93490 -1.10336 1.78719
H 0.14641 -0.33301 -1.72716
H -1.20322 0.32555 -0.91836
H 0.49132 3.19254 -0.85168
H -0.58635 4.03049 0.12390
*
```

M   184.25 g mol⁻¹
ΔE to the lowest compared entry with this formula, charge and spin   115.3 kcal/mol
HOMO level (alpha / beta)   -13.88 / -13.27 eV
Frontier orbital gap (alpha / beta)   0.2968 / 0.2809 Eh
DFT total energy   -24657.339 eV

Here are the Löwdin charges for atoms 1 to 6, given in e: atom 1 (C): -0.20, atom 2 (C): -0.64, atom 3 (C): -0.55, atom 4 (C): -0.03, atom 5 (C): 0.02, atom 6 (C): -0.19


The following is a quantum chemistry calculation of a cluster of 2 separate species, C6H10N6 in total, from OMol25.

```
! wB97M-V def2-TZVPD RIJCOSX def2/J DEFGRID3
* xyz 0 1
H 0.90771 -1.32810 0.60159
N 1.28251 -0.60352 -0.01358
C 1.99757 0.22156 0.67304
C 2.22085 0.09084 2.09789
C 2.33755 0.00774 3.29037
N 2.62219 1.29150 0.08293
C 3.20042 2.40791 0.81324
H 2.43184 -0.09256 4.34640
H 2.31957 1.46827 -0.86509
H 3.35039 3.24682 0.12433
H 4.18438 2.11997 1.24927
H 2.54568 2.71449 1.64530
C -4.18983 -0.94301 -1.73061
N -3.91903 -0.58761 -0.54311
N -2.53306 -0.64294 -0.26502
C -1.66974 -1.26857 -1.13585
N -1.95496 -1.64926 -2.30730
N -3.24902 -1.24214 -2.77077
H -5.23489 -0.95601 -2.02416
H -2.36295 -0.67299 0.73574
H -0.67685 -1.50533 -0.76417
H -3.61031 -2.07705 -3.24043
*
```

M   166.19 g mol⁻¹
ΔE to the lowest compared entry with this formula, charge and spin   122.7 kcal/mol
HOMO level   -7.69 eV
Frontier orbital gap   0.3103 Eh
DFT total energy   -15320.257 eV
SMILES   [H]/N=C(\C#C)NC.C1=NNC=NN1

Here are the Löwdin charges for atoms 1 to 6, given in e: atom 1 (H): 0.05, atom 2 (N): 0.11, atom 3 (C): -0.48, atom 4 (C): -0.07, atom 5 (C): 0.15, atom 6 (N): -0.03


The following is a quantum chemistry calculation of a structure of composition C6H10NO, from OMol25.

```
! wB97M-V def2-TZVPD RIJCOSX def2/J DEFGRID3
* xyz -1 1
C 1.90732 -1.86284 -1.06826
O 1.96041 -1.62409 -2.43605
C 1.55713 -0.49037 -0.34792
C 0.05747 -0.26084 -0.62259
C -0.60524 0.92049 -0.00216
C -1.86425 0.70957 0.59735
N -2.81669 1.58277 1.06740
C -1.94607 1.99591 2.04823
H 1.13841 -2.68394 -0.77494
H 2.90438 -2.33623 -0.62864
H 2.02622 0.02661 -1.16709
H 1.84599 -0.19937 0.64022
H 0.03496 -0.22379 -1.72785
H -0.55286 -1.22966 -0.53895
H -0.45200 1.92398 -0.51550
H -2.21903 -0.33509 0.63061
H -1.14256 2.62693 1.81931
H -1.83359 1.45997 3.02681
*
```

M   112.15 g mol⁻¹
ΔE to the lowest compared entry with this formula, charge and spin   105.6 kcal/mol
HOMO level   -2.55 eV
Frontier orbital gap   0.1706 Eh
DFT total energy   -9915.461 eV

Here are the Löwdin charges for atoms 1 to 6, given in e: atom 1 (C): -0.53, atom 2 (O): -0.40, atom 3 (C): -0.21, atom 4 (C): -0.27, atom 5 (C): -0.07, atom 6 (C): -0.30


The following is a quantum chemistry calculation of a cluster of 2 separate species, C6H10NO in total, from OMol25.

```
! wB97M-V def2-TZVPD RIJCOSX def2/J DEFGRID3
* xyz 1 1
C 2.72775 0.70174 0.00143
C 3.12199 -0.24514 -0.53670
C -0.98950 2.54467 0.07218
C -1.47262 1.34860 0.22812
C 0.11753 -1.98292 -0.03749
C -1.05001 -1.00053 0.27142
N -0.68306 0.25725 0.30128
O -2.29116 -1.12926 0.15558
H 2.39321 1.57984 0.51948
H -1.58454 3.43645 -0.12749
H 0.11822 2.85029 0.22014
H -2.50220 1.09963 0.16780
H 0.82073 -1.33838 -0.54766
H -0.24515 -2.82506 -0.58441
H 3.15012 -1.11159 -1.11754
H 0.60182 -2.50254 0.83423
H 0.40868 0.37017 0.27123
H -2.64181 -2.05324 -0.09161
*
```

M   112.15 g mol⁻¹
ΔE to the lowest compared entry with this formula, charge and spin   71.8 kcal/mol
HOMO level   -13.88 eV
Frontier orbital gap   0.3597 Eh
DFT total energy   -9911.280 eV

Here are the Löwdin charges for atoms 1 to 6, given in e: atom 1 (C): 0.00, atom 2 (C): 0.02, atom 3 (C): 0.08, atom 4 (C): -0.18, atom 5 (C): 0.07, atom 6 (C): -0.33


The following is a quantum chemistry calculation of a cluster of 2 separate species, C6H10NO in total, from OMol25.

```
! wB97M-V def2-TZVPD RIJCOSX def2/J DEFGRID3
* xyz 1 1
C 0.26835 -2.92138 0.29585
C -0.27660 -1.84496 0.15905
C 3.40059 0.45738 0.12996
C -0.68229 -0.12138 -1.42149
C -1.84150 1.44593 0.66406
C -0.76895 -0.59197 -0.03105
N -1.24660 0.14964 0.94041
O 2.21483 0.63462 0.16891
H 0.62223 -3.87966 0.60504
H 3.94586 0.60065 1.03267
H -0.36621 0.90841 -1.60922
H -1.73277 0.09210 -1.97266
H -0.27346 -0.93042 -2.07623
H -2.79490 1.44042 0.33528
H -1.91801 2.17464 1.61208
H -1.18732 2.10915 -0.01778
H 4.06468 0.37284 -0.71002
H -1.42793 -0.09604 1.89514
*
```

M   112.15 g mol⁻¹
ΔE to the lowest compared entry with this formula, charge and spin   78.3 kcal/mol
HOMO level   -13.36 eV
Frontier orbital gap   0.3011 Eh
DFT total energy   -9910.999 eV

Here are the Löwdin charges for atoms 1 to 6, given in e: atom 1 (C): 0.27, atom 2 (C): -0.04, atom 3 (C): -0.10, atom 4 (C): -0.01, atom 5 (C): -0.04, atom 6 (C): -0.29


The following is a quantum chemistry calculation of the ion C6H10NO2 with charge +1, from OMol25.

```
! wB97M-V def2-TZVPD RIJCOSX def2/J DEFGRID3
* xyz 1 1
C -1.14772 -0.49130 -1.05802
C -1.17713 0.69622 -0.20150
C 0.76469 -0.60766 0.51008
C 0.75321 -1.31547 -0.78116
C 0.17954 0.87972 0.49021
C 0.22077 1.40103 1.97451
N -1.66193 -0.96690 -1.99617
O -1.94184 -1.48186 -2.98265
O 1.50592 -0.75511 -1.78081
H -1.40137 1.61054 -0.72948
H -1.94019 0.67501 0.64176
H 0.19235 -1.18762 1.09873
H 1.88409 -0.51825 0.95070
H 0.49608 -2.35991 -0.59668
H 0.84834 1.31843 -0.17978
H -0.05930 0.74412 2.74885
H -0.44498 2.11961 2.02310
H 1.14670 1.71384 2.20193
H 1.78277 -1.47443 -2.33362
*
```

M   128.15 g mol⁻¹
ΔE to the lowest compared entry with this formula, charge and spin   99.5 kcal/mol
HOMO level   -14.93 eV
Frontier orbital gap   0.3260 Eh
DFT total energy   -11956.830 eV

Here are the Löwdin charges for atoms 1 to 6, given in e: atom 1 (C): -0.02, atom 2 (C): -0.08, atom 3 (C): -0.13, atom 4 (C): -0.07, atom 5 (C): -0.26, atom 6 (C): 0.00